Record 1
The following is a DFT calculation (the ωB97M-V functional and the def2-TZVPD basis) of a structure of composition C31H61Br26F3InN2 in a non-equilibrium geometry.

Calculated values
- LUMO level (eV) = 1.7
- Kohn-Sham gap (eV) = 5.15
- electronic energy (eV) = -1870547.831
- max |F| (hartree/bohr) = 0.02687
- net charge = -1

Geometry (Å):
N: -1.18434 -2.33758 2.06182
C: -0.43972 -1.57367 1.34076
C: -0.98779 -0.56308 0.42813
In: -1.62569 1.29251 1.52005
C: 0.13887 2.72118 1.44618
N: 1.17602 2.36783 0.44506
C: -3.35012 2.35503 0.54523
C: -4.79243 1.91222 0.83766
C: -5.26522 1.81312 2.28360
F: -6.61920 2.11169 2.27961
Br: -4.47739 3.17235 3.43007
C: -5.18427 0.32716 2.85930
F: -6.45530 -0.20924 2.79489
F: -4.39537 -0.43986 2.05108
Br: -4.63402 0.10364 4.70914
H: -0.59112 -2.96505 2.60456
H: 0.64763 -1.69436 1.41032
H: -0.19014 -0.32692 -0.28176
H: -1.79922 -1.03770 -0.12237
H: -1.86770 0.87087 3.22450
H: -0.19813 3.73687 1.24321
H: 0.59873 2.72593 2.43312
H: 1.60176 1.47554 0.64922
H: 0.81150 2.38339 -0.49488
H: -3.22284 2.21987 -0.53059
H: -3.21835 3.41721 0.73355
H: -5.46208 2.66064 0.40863
H: -5.00056 0.99608 0.29418
Br: 4.66370 3.63811 -0.03037
C: 3.91582 4.97265 1.17443
C: 4.73220 5.13446 2.42494
Br: 4.46187 3.65673 3.66632
H: 2.89115 4.66446 1.37271
H: 3.90574 5.90173 0.60801
H: 4.41014 6.02418 2.96028
H: 5.79980 5.18902 2.23622
Br: 5.01387 0.29492 -2.59620
C: 3.84755 0.82870 -4.06095
C: 3.47190 2.28284 -3.97174
Br: 2.13071 2.59294 -2.60080
H: 2.98408 0.17244 -4.02888
H: 4.41668 0.63822 -4.96850
H: 3.00895 2.61871 -4.89486
H: 4.31513 2.92522 -3.73753
Br: 2.92604 -2.99736 -0.39465
C: 2.55818 -4.89202 -0.14129
C: 1.24823 -5.13066 0.56209
Br: 1.37519 -4.78730 2.47139
H: 3.40362 -5.30218 0.39690
H: 2.52833 -5.31260 -1.14591
H: 0.96307 -6.17859 0.48179
H: 0.44116 -4.50787 0.18486
Br: 0.46646 -8.39624 3.72651
C: 0.36256 -8.26616 5.66594
C: -0.14495 -6.92330 6.11720
Br: 1.20262 -5.52583 5.98475
H: 1.35263 -8.48955 6.05098
H: -0.33135 -9.04770 5.96529
H: -0.41222 -6.96025 7.17186
H: -0.99218 -6.57516 5.53380
Br: 2.79272 5.18700 -5.94622
C: 1.04176 5.63758 -5.22035
C: -0.02007 4.68042 -5.68643
Br: -0.52449 5.04719 -7.53433
H: 0.83882 6.66311 -5.50965
H: 1.15552 5.58007 -4.13985
H: -0.93071 4.80744 -5.10585
H: 0.29131 3.64207 -5.64201
Br: -1.48967 0.49478 -7.41588
C: -2.72593 1.07933 -8.80087
C: -3.07947 2.53335 -8.64614
Br: -4.32676 2.81530 -7.18238
H: -3.59173 0.42781 -8.74309
H: -2.20764 0.91322 -9.74279
H: -3.58374 2.90345 -9.53653
H: -2.21684 3.15542 -8.43113
Br: -4.31973 -0.63692 -4.25722
C: -6.16543 -0.08243 -3.99156
C: -6.36418 1.36451 -4.35345
Br: -5.65373 2.55114 -2.98716
H: -6.41278 -0.29237 -2.95608
H: -6.75665 -0.72180 -4.64381
H: -7.42441 1.60044 -4.41997
H: -5.87225 1.62959 -5.28210
Br: -3.46504 -8.93950 5.99627
C: -4.28475 -7.21798 6.39731
C: -4.76426 -6.52393 5.15092
Br: -3.29258 -5.75661 4.14255
H: -3.54376 -6.63722 6.93670
H: -5.11966 -7.44323 7.05717
H: -5.40595 -5.68504 5.41163
H: -5.29477 -7.18961 4.47820
Br: 3.52323 9.71546 3.37881
C: 2.04637 9.28793 4.57675
C: 2.13783 7.86961 5.06844
Br: 1.59875 6.61069 3.69194
H: 1.13028 9.48117 4.02843
H: 2.13093 9.99142 5.40249
H: 1.45275 7.70723 5.89771
H: 3.14389 7.59911 5.37346
Br: 3.82232 -8.07483 0.41655
C: 4.73444 -9.21836 1.69814
C: 4.36082 -8.86906 3.11312
Br: 5.23967 -7.23921 3.70887
H: 5.79787 -9.11801 1.50739
H: 4.41676 -10.23164 1.45867
H: 4.69564 -9.64707 3.79643
H: 3.29437 -8.71064 3.23629
Br: 4.52242 10.14080 -0.77214
C: 3.13244 11.50304 -0.79407
C: 2.00318 11.16400 0.14086
Br: 0.85578 9.77217 -0.58654
H: 2.80696 11.60126 -1.82425
H: 3.62401 12.42129 -0.47976
H: 1.35620 12.02718 0.28366
H: 2.35021 10.80571 1.10427
Br: 3.14745 -10.45437 -2.36509
C: 1.72983 -9.70500 -3.46853
C: 1.50491 -8.24632 -3.17290
Br: 0.53693 -7.99229 -1.50489
H: 0.84440 -10.30714 -3.29524
H: 2.06324 -9.83724 -4.49547
H: 0.88044 -7.79426 -3.94026
H: 2.43248 -7.68914 -3.08715


Record 2
The following is a DFT calculation (the ωB97M-V functional and the def2-TZVPD basis) of a structure of composition C31H64AsN3O2OsP2Si3 in a non-equilibrium geometry.

Calculated values
- LUMO level (spin up / spin down) (eV) = -5.3 / -8.1
- Kohn-Sham gap (spin up / spin down) (eV) = 7.10 / 5.55
- electronic energy (eV) = -147252.459
- energy relative to the best compared isomer or geometry (same formula, charge and spin) (kcal/mol) = 23.0
- max |F| (hartree/bohr) = 0.02546
- net charge = +2
- spin multiplicity = 5

Geometry (Å):
Os: 1.11297 -0.29576 -0.35146
C: -0.09077 -3.63213 -0.38034
P: -0.59243 -1.88609 -0.14175
C: -1.00420 -1.77340 1.66372
N: -1.94144 -2.48955 2.14064
C: -2.22409 -2.45063 3.49083
C: -3.42099 -2.93366 3.99427
C: -3.63654 -2.92947 5.36260
C: -2.62381 -2.51703 6.25234
C: -1.42983 -2.04283 5.78695
C: -1.24023 -1.88262 4.38132
N: -0.25176 -1.14967 3.91934
C: -0.18799 -0.82915 2.53565
P: 1.61594 -1.02871 1.94032
C: 1.86142 -2.80116 2.31147
C: 2.86215 -0.19415 3.08306
C: 4.22188 -0.46077 2.40982
C: 2.85864 -0.81811 4.48291
C: 2.64611 1.31663 3.20511
C: -2.21365 -1.81903 -1.07889
C: -1.86027 -1.99822 -2.55748
C: -2.82094 -0.43275 -0.86217
C: -3.20289 -2.90829 -0.66572
H: -0.64282 -4.27117 0.30840
H: 0.97909 -3.75978 -0.22586
H: -0.31457 -3.93275 -1.40178
H: -4.17190 -3.30256 3.30729
H: -4.58516 -3.26654 5.75687
H: -2.80415 -2.56857 7.31750
H: -0.63911 -1.72523 6.45361
H: 1.78903 -2.96009 3.38531
H: 2.83353 -3.14038 1.95590
H: 1.08645 -3.39275 1.83165
H: 4.46533 -1.52420 2.39156
H: 5.00135 0.04316 2.98393
H: 4.25693 -0.07080 1.39450
H: 3.33082 -1.80002 4.49155
H: 1.85253 -0.89611 4.88535
H: 3.44138 -0.17213 5.14176
H: 2.55220 1.80823 2.23712
H: 3.52233 1.74312 3.69651
H: 1.78147 1.55003 3.82760
H: -1.10842 -1.26865 -2.86532
H: -2.75772 -1.84610 -3.15719
H: -1.49389 -2.99984 -2.78132
H: -2.12202 0.35405 -1.15850
H: -3.10422 -0.28833 0.18077
H: -3.72229 -0.32648 -1.46828
H: -2.83545 -3.90512 -0.91162
H: -4.13289 -2.75237 -1.21661
H: -3.42691 -2.87324 0.39525
O: 2.73877 2.27869 -1.66973
N: 3.24833 1.94646 -0.61632
O: 2.76145 0.93538 -0.00571
C: -2.70055 1.35147 -4.02556
Si: -0.87437 1.16125 -4.41660
C: -0.22241 2.71366 -5.23432
C: -0.66140 -0.33211 -5.53484
As: 0.63995 0.96569 -2.33541
Si: 0.44923 3.36402 -1.45387
C: 1.20031 4.48954 -2.74760
C: 1.24579 3.57810 0.22940
C: -1.40268 3.50687 -1.19200
Si: 2.52892 -0.27895 -3.53020
C: 4.12245 -0.61381 -2.59656
C: 1.68643 -1.95723 -3.66876
C: 2.89127 0.74552 -5.05273
H: -3.16409 1.76476 -4.92624
H: -2.92071 2.02799 -3.20461
H: -3.17737 0.39795 -3.81843
H: -0.60501 2.75367 -6.25715
H: 0.86531 2.73831 -5.28490
H: -0.56409 3.61066 -4.71865
H: -1.26693 -0.14146 -6.42574
H: -1.02933 -1.25517 -5.08924
H: 0.36481 -0.48572 -5.86285
H: 1.80583 3.94100 -3.46702
H: 1.85235 5.20823 -2.24792
H: 0.43331 5.04766 -3.28418
H: 2.32704 3.69712 0.17061
H: 1.02545 2.74772 0.89897
H: 0.83329 4.48217 0.68472
H: -1.97601 3.30713 -2.09355
H: -1.62898 4.52959 -0.87866
H: -1.74553 2.83619 -0.40169
H: 3.96027 -1.11100 -1.63885
H: 4.71223 0.28376 -2.43066
H: 4.71689 -1.29061 -3.21700
H: 1.53965 -2.36470 -2.66549
H: 2.32769 -2.64919 -4.22070
H: 0.72124 -1.92626 -4.16778
H: 3.01314 1.79395 -4.77541
H: 2.12908 0.67360 -5.82654
H: 3.83854 0.40696 -5.47884
C: -1.44365 2.75813 3.33174
C: -1.67701 1.25738 3.16916
C: -3.08629 0.98323 2.64837
C: -0.59151 0.65901 2.25462
H: -2.20699 3.19005 3.97856
H: -1.48875 3.27140 2.36702
H: -0.46886 2.95670 3.78100
H: -1.57577 0.79773 4.15356
H: -3.25291 1.49861 1.69815
H: -3.83030 1.34369 3.35865
H: -3.26061 -0.08472 2.50212
H: 0.30112 1.27393 2.35371
H: -0.92623 0.71721 1.20349


Record 3
The following is a DFT calculation (the ωB97M-V functional and the def2-TZVPD basis) of a structure of composition C31H64BClF2MnN6OSbSi3.

Calculated values
- LUMO level (spin up / spin down) (eV) = -1.7 / -1.7
- Kohn-Sham gap (spin up / spin down) (eV) = 7.01 / 7.71
- electronic energy (eV) = -124300.247
- energy relative to the best compared isomer or geometry (same formula, charge and spin) (kcal/mol) = 3.0
- max |F| (hartree/bohr) = 0.01052
- net charge = +1
- spin multiplicity = 6

Geometry (Å):
Mn: 0.17392 -0.84930 0.64458
C: 2.66156 0.14860 -1.17418
C: 1.96303 1.37393 -0.58497
N: 0.51060 1.19941 -0.45194
C: -0.26825 1.27164 -1.69585
C: -0.25376 -0.03624 -2.48600
N: -0.44157 -1.20912 -1.61918
C: 0.38706 -2.36394 -1.99027
C: 1.88370 -2.16397 -1.65007
N: 2.14518 -1.12280 -0.63636
H: 2.54153 0.14283 -2.25623
H: 3.73561 0.24726 -0.99657
H: 2.33959 1.56881 0.41820
H: 2.21147 2.24794 -1.19859
H: 0.17341 1.92578 0.16812
H: -1.29517 1.50970 -1.41335
H: 0.08209 2.08356 -2.34376
H: -1.02397 0.01808 -3.25993
H: 0.69017 -0.15014 -3.01625
H: -1.41163 -1.50257 -1.63668
H: 0.00048 -3.21384 -1.43293
H: 0.29688 -2.59570 -3.05704
H: 2.26528 -3.11486 -1.27846
H: 2.44956 -1.93838 -2.55692
H: 2.78211 -1.49557 0.05705
C: 0.22693 1.23363 8.39953
C: 0.36338 0.54646 7.03105
C: 0.46655 1.67249 5.98569
C: -0.91546 -0.25711 6.76601
C: 1.63871 -0.37669 7.03569
O: 2.82703 0.40913 7.02617
C: 1.64457 -1.27618 8.29782
C: 2.50491 -2.54575 8.29653
C: 1.97242 -3.70536 7.48466
C: 2.79371 -4.38669 6.59313
C: 2.31118 -5.43177 5.81933
C: 0.98264 -5.80127 5.93668
Cl: 0.35650 -7.08069 4.94456
C: 0.14516 -5.15747 6.83298
C: 0.64720 -4.11869 7.60192
C: 1.78793 -1.27830 5.80551
N: 1.85194 -0.62757 4.50381
C: 0.90921 -0.59624 3.57194
N: 1.36522 -0.01960 2.47015
C: 2.66039 0.25859 2.80226
N: 2.99522 -0.10315 4.01501
H: -0.63154 1.90610 8.37819
H: 1.09962 1.84806 8.63593
H: 0.06980 0.53126 9.21639
H: -0.23293 2.46944 6.24701
H: 0.20514 1.34135 4.98212
H: 1.46918 2.09730 5.95416
H: -1.78212 0.40144 6.85768
H: -1.05751 -1.07619 7.47213
H: -0.93719 -0.68367 5.76020
H: 2.87291 0.91753 7.84316
H: 0.62565 -1.54366 8.57665
H: 2.01428 -0.64290 9.10754
H: 2.58154 -2.86900 9.33854
H: 3.52447 -2.31004 7.98199
H: 3.83177 -4.09060 6.49037
H: 2.95759 -5.95306 5.12679
H: -0.88623 -5.46903 6.92571
H: -0.01388 -3.62784 8.30676
H: 0.97808 -2.00225 5.75496
H: 2.72078 -1.82714 5.89805
H: -0.08113 -0.99326 3.71702
H: 3.36601 0.73697 2.14347
F: -4.19399 -0.68050 -0.87288
B: -3.63837 0.32042 -0.20059
F: -3.71881 1.51578 -0.76976
C: -5.90715 -0.88174 2.38190
Si: -4.23461 -1.67043 2.64558
C: -4.04081 -3.25174 1.67939
C: -3.92562 -1.92002 4.47026
Sb: -2.47328 -0.06672 1.64811
Si: -2.85733 2.18755 2.84705
C: -3.25182 1.80339 4.63311
C: -4.25772 3.12776 2.04933
C: -1.25672 3.16756 2.75335
Si: 0.34231 -3.30343 1.56179
C: -0.55094 -3.57713 3.24676
C: 2.18058 -3.63358 1.98182
C: -0.15061 -4.84993 0.56332
H: -6.68759 -1.52971 2.79018
H: -6.12288 -0.73124 1.32286
H: -5.97967 0.08269 2.88887
H: -4.77623 -3.98971 2.01036
H: -3.04574 -3.67671 1.82423
H: -4.19270 -3.08295 0.61176
H: -4.76322 -2.49218 4.87982
H: -3.87378 -0.97722 5.01551
H: -3.01407 -2.48571 4.66452
H: -4.23298 1.33727 4.73872
H: -3.26084 2.73217 5.21027
H: -2.50460 1.14262 5.07864
H: -5.17929 2.54337 2.02978
H: -4.01968 3.41618 1.02539
H: -4.45089 4.03999 2.62054
H: -0.64715 3.00007 3.64407
H: -1.47463 4.23605 2.69124
H: -0.64467 2.90336 1.89106
H: -1.32131 -2.82639 3.44955
H: 0.15738 -3.56317 4.08084
H: -1.04078 -4.55436 3.28011
H: 2.62157 -2.83870 2.59392
H: 2.79380 -3.72404 1.07784
H: 2.29795 -4.57059 2.53416
H: -1.18308 -4.80576 0.20445
H: -0.05883 -5.74242 1.18881
H: 0.49251 -5.00729 -0.30780


no.,M (g mol⁻¹)
1,2711.159
2,922.230
3,882.111